# C54H66N6O30

A 12-piece molecular cluster, C54H66N6O30 overall in a non-equilibrium geometry (wB97M-V/def2-TZVPD, the OMol25 dataset).

Total charge: 0
SMILES: O=[N+]([O-])c1ccccc1.O=[N+]([O-])c1ccccc1.O=[N+]([O-])c1ccccc1.O=[N+]([O-])c1ccccc1.O=[N+]([O-])c1ccccc1.O=[N+]([O-])c1ccccc1.COC(=O)OC.COC(=O)OC.COC(=O)OC.COC(=O)OC.COC(=O)OC.COC(=O)OC

Each line ends with the Mulliken charge.
Positions of all 156 atoms, in Å:
O 5.28297 -6.97196 -19.43404  -0.5822
N 6.25574 -6.43693 -19.94580  0.9668
O 6.57926 -5.28126 -19.78578  -0.5788
C 7.13716 -7.33354 -20.69325  0.0010
C 8.13226 -6.80809 -21.49142  -0.3430
C 8.90695 -7.74907 -22.30759  -0.5093
C 8.72602 -9.10221 -22.14313  -0.3077
C 7.69711 -9.57134 -21.34153  -0.5247
C 6.94933 -8.67166 -20.66069  -0.0386
H 8.40213 -5.76295 -21.52676  0.4311
H 9.73940 -7.46822 -22.93574  0.3580
H 9.44555 -9.73921 -22.63598  0.3670
H 7.58003 -10.63859 -21.22465  0.3758
H 6.16124 -9.10190 -20.06051  0.3851
O 27.92497 5.17233 -15.75229  -0.5827
N 27.67560 5.18546 -16.94229  0.9561
O 26.68218 4.72800 -17.45109  -0.5722
C 28.61228 5.93460 -17.81277  0.0692
C 28.52960 5.85961 -19.17438  -0.2247
C 29.36563 6.59165 -19.96987  -0.4394
C 30.48773 7.25461 -19.39462  -0.3869
C 30.57405 7.45694 -17.99990  -0.5234
C 29.62948 6.76284 -17.24314  -0.1506
H 27.67472 5.35740 -19.60259  0.4167
H 29.21720 6.74063 -21.02920  0.3573
H 31.16286 7.81179 -20.02720  0.3364
H 31.41340 8.01832 -17.61680  0.3781
H 29.78757 6.84132 -16.17766  0.3663
O 11.91733 -8.43179 -9.77354  -0.5890
N 10.71259 -8.38762 -10.08453  0.9559
O 9.83967 -8.86986 -9.40502  -0.5739
C 10.33470 -7.59031 -11.25138  0.0117
C 8.99868 -7.47533 -11.61824  -0.1911
C 8.64579 -6.73057 -12.73861  -0.5264
C 9.67594 -6.06942 -13.45537  -0.3176
C 11.02700 -6.15850 -13.06665  -0.5643
C 11.33353 -6.90830 -11.94893  -0.1344
H 8.18163 -8.03492 -11.18731  0.3884
H 7.60421 -6.59117 -12.98780  0.3828
H 9.39413 -5.43255 -14.28083  0.3590
H 11.83589 -5.72053 -13.63258  0.3958
H 12.38008 -7.03872 -11.71626  0.4033
O 18.52066 8.61097 -8.32787  -0.6026
N 18.17324 7.65374 -9.01376  1.0051
O 17.06648 7.52027 -9.46566  -0.5887
C 19.10073 6.52462 -9.20030  0.1539
C 20.35678 6.62438 -8.61426  -0.2857
C 21.20646 5.54734 -8.78096  -0.4701
C 20.89742 4.47677 -9.64577  -0.2611
C 19.63656 4.39455 -10.24740  -0.5302
C 18.80805 5.51452 -10.08107  -0.2707
H 20.70362 7.45551 -8.01816  0.3971
H 22.24628 5.64243 -8.50503  0.3234
H 21.63172 3.70975 -9.84295  0.3545
H 19.38492 3.58738 -10.91938  0.3825
H 17.85602 5.49743 -10.59071  0.3918
O 11.42474 4.40711 -10.07380  -0.5382
N 11.98236 3.65452 -10.89002  0.8908
O 11.73107 3.68869 -12.12796  -0.5569
C 12.91956 2.56856 -10.40236  0.0563
C 13.32080 1.57256 -11.23007  -0.2074
C 14.04695 0.47510 -10.69515  -0.4608
C 14.56719 0.54007 -9.38911  -0.3945
C 14.16978 1.59959 -8.55556  -0.4636
C 13.39263 2.60015 -9.10133  -0.2680
H 13.13396 1.54537 -12.29344  0.4176
H 14.27315 -0.39404 -11.29503  0.3727
H 15.27842 -0.20507 -9.06459  0.3775
H 14.47140 1.69340 -7.52278  0.3790
H 12.94184 3.30880 -8.42235  0.3964
O 21.12548 -4.98900 -10.72975  -0.5788
N 20.94186 -4.98813 -11.90529  0.9649
O 21.12727 -4.06504 -12.63478  -0.5824
C 20.51389 -6.29629 -12.49754  0.2126
C 19.94462 -7.24200 -11.69313  -0.2113
C 19.30514 -8.36579 -12.25855  -0.4926
C 19.60693 -8.73139 -13.57707  -0.4554
C 20.14921 -7.73834 -14.43201  -0.3524
C 20.66705 -6.57756 -13.84890  -0.3422
H 19.89005 -7.06741 -10.62873  0.4017
H 18.86805 -9.05547 -11.55166  0.3376
H 19.17972 -9.66156 -13.92157  0.3545
H 20.33876 -7.80427 -15.49320  0.3660
H 21.12507 -5.82960 -14.47913  0.3779
C 15.08944 -2.15738 -26.68040  -0.6599
O 14.17396 -3.22370 -26.82308  -0.2809
C 13.34581 -3.30055 -27.89166  0.7511
O 13.46321 -2.76921 -29.01955  -0.5770
O 12.22022 -3.88604 -27.43289  -0.2755
C 11.10505 -4.19141 -28.32191  -0.6341
H 15.20736 -1.95872 -25.61516  0.2628
H 14.73450 -1.20313 -27.06964  0.3127
H 16.12013 -2.39509 -26.94361  0.2750
H 10.88866 -5.25947 -28.29913  0.2669
H 11.11107 -3.82166 -29.34726  0.3148
H 10.24062 -3.80021 -27.78541  0.2441
C 10.94948 2.83432 -23.92764  -0.5803
O 10.46622 3.17576 -22.64970  -0.2781
C 10.23090 2.21018 -21.64207  0.6552
O 10.44988 1.04017 -21.73055  -0.5044
O 9.77220 2.92027 -20.52430  -0.2683
C 9.38805 2.24658 -19.34529  -0.6715
H 11.14661 3.65800 -24.61380  0.2308
H 10.21764 2.18390 -24.40666  0.2728
H 11.89472 2.30666 -23.80038  0.2729
H 8.61887 1.48124 -19.44869  0.3101
H 8.82742 3.00331 -18.79652  0.2713
H 10.15197 1.74298 -18.75290  0.2895
C 14.92497 -3.19876 -19.58342  -0.6643
O 16.18104 -2.52963 -19.64543  -0.2813
C 16.58550 -1.81575 -18.59674  0.7958
O 15.98171 -1.75315 -17.50208  -0.5848
O 17.77257 -1.23037 -18.85047  -0.2803
C 18.35257 -0.35565 -17.92278  -0.6797
H 14.11707 -2.58841 -19.17986  0.3099
H 14.97634 -4.16953 -19.09039  0.2873
H 14.57608 -3.35879 -20.60360  0.2505
H 19.43037 -0.22315 -18.01704  0.2557
H 18.29762 -0.77622 -16.91869  0.3046
H 18.04987 0.68857 -18.00079  0.2869
C 21.81463 2.75075 -23.76514  -0.5934
O 23.18598 3.06974 -23.88864  -0.2794
C 23.95965 2.60400 -24.88891  0.7466
O 23.55131 1.97023 -25.87319  -0.5689
O 25.27134 2.94296 -24.68658  -0.2769
C 26.27970 2.42477 -25.52007  -0.6841
H 21.27435 2.97486 -24.68493  0.2990
H 21.37751 3.30353 -22.93361  0.2151
H 21.72263 1.66733 -23.68861  0.2780
H 26.64288 1.41241 -25.34307  0.2828
H 27.07508 3.15129 -25.35376  0.2616
H 26.04827 2.64153 -26.56293  0.3199
C 24.57652 -2.41365 -20.01941  -0.6513
O 23.48325 -2.69220 -20.84719  -0.2593
C 22.85021 -3.93948 -20.91700  0.7059
O 23.07082 -4.91310 -20.24079  -0.5442
O 21.84797 -3.87477 -21.85005  -0.2666
C 21.14417 -5.05349 -22.17054  -0.6275
H 24.12608 -2.19538 -19.05114  0.2914
H 25.09164 -1.56142 -20.46265  0.2339
H 25.36921 -3.13579 -19.82381  0.3129
H 20.34355 -5.18443 -21.44256  0.2682
H 21.79742 -5.91781 -22.05096  0.3280
H 20.77139 -4.92066 -23.18616  0.2081
C 13.88353 -10.99614 -18.26642  -0.6551
O 14.60522 -11.87625 -19.09475  -0.2857
C 15.38641 -11.39102 -20.07842  0.7628
O 15.43533 -10.23623 -20.47590  -0.5472
O 16.16223 -12.44726 -20.49714  -0.2976
C 17.17051 -12.14649 -21.45684  -0.5608
H 13.57685 -11.67776 -17.47304  0.2421
H 13.06196 -10.46653 -18.74876  0.2759
H 14.57608 -10.33245 -17.74874  0.3183
H 17.75801 -13.03177 -21.70020  0.1996
H 17.73411 -11.31573 -21.03225  0.2695
H 16.53158 -11.81515 -22.27544  0.2778

# C54H69N9O4Si4TeTl

C54H69N9O4Si4TeTl as an isolated structure (wB97M-V/def2-TZVPD, the OMol25 dataset).

Total charge: -1
Relative energy (zero: lowest compared OMol25 entry of this formula, charge and spin) (kcal/mol): 0.00

Each line ends with the Mulliken charge.
Positions of all 142 atoms, in Å:
Tl 0.34987 -1.28975 -0.51570  0.7327
O -1.21117 -4.78626 -2.83150  -0.7817
C -1.10296 -3.70052 -2.24965  -0.2409
N 0.02213 -3.02007 -2.01141  1.5050
C 1.21394 -3.36250 -2.67763  0.7269
C 1.24417 -3.77971 -4.00960  -0.8996
C 2.45038 -4.01944 -4.64557  -1.0609
C 3.64587 -3.84700 -3.95445  -0.7493
C 3.62779 -3.42698 -2.63579  -0.8660
C 2.41533 -3.18663 -1.98418  -0.2989
N 2.30489 -2.70587 -0.67921  0.3429
C 3.17130 -3.10590 0.25269  -0.1830
O 4.06950 -3.95271 0.14484  -0.7808
C 3.00383 -2.50073 1.62534  0.1719
C 4.08349 -2.47958 2.50393  -0.8963
C 3.88854 -1.99347 3.78239  -0.5889
C 2.61879 -1.56295 4.15307  -0.7664
C 1.61207 -1.61760 3.20763  -0.1620
N 1.80139 -2.06711 1.97076  1.2356
C -2.40187 -3.06520 -1.78529  0.4575
C -3.57103 -3.44952 -2.43885  -0.7017
C -4.77123 -2.88577 -2.05142  -0.7719
C -4.77228 -1.97091 -1.00636  -1.1343
C -3.56349 -1.65008 -0.41487  -0.6099
N -2.40010 -2.17630 -0.80168  1.0865
H 0.30967 -3.93193 -4.53175  0.4885
H 2.45750 -4.33724 -5.68176  0.3807
H 4.59324 -4.03781 -4.44674  0.3748
H 4.54680 -3.29242 -2.08496  0.5013
H 5.03487 -2.86599 2.16579  0.5799
H 4.70928 -1.96353 4.49062  0.4143
H 2.40634 -1.20946 5.15339  0.5187
H 0.60530 -1.28989 3.44006  -0.2331
H -3.49827 -4.18787 -3.22442  0.6125
H -5.69515 -3.15715 -2.54874  0.4059
H -5.68992 -1.51788 -0.65254  0.5379
H -3.51522 -0.93295 0.39750  0.4191
N -1.89540 1.10143 0.52947  -0.1064
C -2.29362 1.58686 -0.44530  -0.1965
N -2.72367 2.23474 -1.52752  0.5515
C -3.50929 1.52051 -2.54739  0.1855
C -4.99742 1.62404 -2.22997  -0.4724
C -5.41531 3.09061 -2.10179  -0.9190
C -4.57409 3.78462 -1.02778  -0.6341
C -3.09140 3.64714 -1.35874  -0.1885
H -3.15354 0.49572 -2.59131  -0.3312
H -3.29286 1.99311 -3.50936  -0.0647
H -5.19123 1.10945 -1.28327  0.1637
H -5.57418 1.11912 -3.00922  0.3492
H -6.47757 3.16943 -1.86548  0.4271
H -5.25157 3.59346 -3.06178  0.3447
H -4.76012 3.31375 -0.05660  0.2641
H -4.83526 4.84220 -0.94226  0.4344
H -2.46322 4.07773 -0.58392  -0.0903
H -2.86793 4.15344 -2.30243  0.3746
C 0.28543 4.82828 -0.01422  -0.2216
Si 1.78178 4.54248 1.08393  0.1206
C 3.26523 4.59496 -0.07394  -1.0544
C 1.87103 6.04637 2.23258  -1.1675
Si 1.70282 2.42226 2.12651  0.3156
Te 1.57105 1.15464 -0.06458  -0.3657
Si 0.07577 2.55737 3.81926  0.6917
C 0.66142 3.91343 5.00201  -1.2318
C -0.14818 1.05919 4.93436  -0.6814
C -1.63825 3.06568 3.25919  -0.9132
Si 3.79072 2.35431 3.22950  0.7220
C 3.86457 1.69650 5.00689  -0.9847
C 4.41340 4.12329 3.49000  -1.1630
C 5.08631 1.49475 2.19165  -0.9945
H 0.50275 5.60077 -0.76056  0.4363
H -0.58622 5.14772 0.56829  0.3359
H 0.02603 3.90891 -0.54554  -0.6060
H 3.27213 5.52614 -0.65029  0.4144
H 3.20839 3.75832 -0.78098  0.2414
H 4.22200 4.50894 0.44658  0.2634
H 1.15985 6.81288 1.90871  0.3955
H 2.87356 6.48516 2.22606  0.4015
H 1.64078 5.79396 3.26861  0.2340
H 1.74164 3.86009 5.18041  0.2208
H 0.15718 3.82031 5.96970  0.4465
H 0.44275 4.90751 4.60371  0.3380
H 0.79263 0.78410 5.42290  0.1586
H -0.51580 0.17657 4.40476  -0.0517
H -0.87487 1.30405 5.71532  0.4522
H -1.61056 4.02855 2.73624  0.2575
H -2.30600 3.16069 4.12134  0.4348
H -2.05525 2.32871 2.56706  0.0055
H 2.89674 1.75309 5.51597  0.1500
H 4.56932 2.31197 5.57266  0.5292
H 4.20469 0.65914 5.05768  0.2588
H 3.76022 4.66890 4.18113  0.3074
H 4.46978 4.70895 2.57119  0.2023
H 5.41515 4.08826 3.93072  0.4295
H 4.84203 0.44263 2.02564  0.1077
H 6.06945 1.55443 2.67144  0.3783
H 5.15469 1.96709 1.20531  0.2756
C -2.83048 -2.57222 2.98518  -1.4146
C -1.94878 -1.73751 2.31277  -0.6335
N -0.99314 -2.21653 1.52216  1.0448
C -0.85353 -3.53620 1.40905  0.5183
C -1.70146 -4.44828 2.01550  0.3740
C -2.72507 -3.94154 2.80657  -0.6534
C -1.55699 -5.88438 1.69059  -1.4296
C -0.46612 -6.62546 1.82693  -0.7324
C 0.74192 -6.29803 2.61576  0.8535
C 1.97372 -6.83980 2.27513  -0.4538
C 3.03003 -6.60414 3.13243  -0.2245
N 2.89503 -5.90247 4.25754  -0.5840
C 1.68158 -5.39963 4.47479  -0.1944
N 0.59965 -5.55492 3.71925  -0.3531
H -3.60053 -2.14856 3.61632  0.4993
H -2.01853 -0.65715 2.37575  0.5230
H -0.06983 -3.89002 0.74080  0.3867
H -3.42915 -4.61593 3.28196  0.5276
H -2.41450 -6.33343 1.19283  0.3680
H -0.45276 -7.61132 1.37206  0.4479
H 2.10167 -7.41605 1.36816  0.3900
H 4.02063 -6.99105 2.91867  0.3953
H 1.55743 -4.80743 5.37592  0.4817
C -2.31076 2.88029 -7.73505  -1.6081
C -1.76433 2.19407 -6.50666  0.9403
C -1.03757 2.89787 -5.55669  -1.1618
C -0.47079 2.26238 -4.45331  1.0550
C 0.32538 3.05610 -3.44900  -1.2347
C -0.65781 0.89209 -4.29413  -0.4007
C -1.41304 0.16332 -5.21882  1.4132
C -1.65550 -1.31244 -5.02035  -1.3748
C -1.94563 0.82578 -6.31907  -1.2079
C -0.10912 0.19455 -3.06933  0.0075
O 1.11398 0.04362 -2.93673  -0.7698
O -0.99339 -0.21112 -2.24915  0.1539
H -2.43019 3.95219 -7.57132  0.3801
H -3.27692 2.46274 -8.02387  0.3755
H -1.63150 2.74773 -8.58137  0.3057
H -0.90455 3.97020 -5.67591  0.3313
H -0.05289 4.07742 -3.37116  0.3713
H 1.37768 3.10410 -3.73982  0.4660
H 0.29335 2.59177 -2.46469  -0.3329
H -2.36693 -1.47464 -4.20755  0.1613
H -0.73581 -1.82930 -4.73610  0.1806
H -2.05098 -1.76896 -5.92813  0.4882
H -2.52551 0.26029 -7.04442  0.3763

| no. | HOMO-LUMO gap (eV) | electronic energy (eV) |
| --- | --- | --- |
| 1 | 9.386 | -127411.514 |
| 2 | 6.362 | -122223.093 |